1.
# C29H28N10OS3Ti

A molecular structure, C29H28N10OS3Ti (ωB97M-V with the def2-TZVPD basis set, OMol25).

XYZ file:
```
72
C29H28N10OS3Ti ωB97M-V with the def2-TZVPD basis set
Ti 0.81 0.11 0.59
S 7.03 3.80 -1.57
N 6.72 2.22 -1.55
C 5.46 2.09 -1.15
C 4.74 0.83 -1.00
C 5.28 -0.43 -1.31
C 4.49 -1.55 -1.17
C 3.19 -1.42 -0.68
N 2.67 -0.22 -0.37
C 3.43 0.88 -0.56
C 2.76 2.15 -0.30
N 1.46 2.08 0.10
C 0.80 3.23 0.31
C 1.40 4.48 0.14
C 2.73 4.54 -0.23
C 3.43 3.36 -0.46
C 4.83 3.31 -0.88
N 5.61 4.37 -1.08
H 6.30 -0.50 -1.67
H 4.86 -2.53 -1.42
H 2.57 -2.28 -0.52
H -0.23 3.15 0.62
H 0.82 5.37 0.31
H 3.23 5.50 -0.36
N 2.05 0.91 2.53
N 2.63 -0.05 3.38
C 2.28 -1.32 3.24
N 2.74 -2.23 4.07
S 1.18 -1.82 2.00
H 2.78 1.56 2.23
H 1.34 1.45 3.05
H 3.17 0.28 4.18
H 3.36 -2.00 4.84
H 2.49 -3.20 3.97
C -3.58 -3.44 -2.47
N -2.41 -2.54 -2.44
N -1.92 -2.04 -1.26
C -0.87 -1.29 -1.60
O -0.14 -0.67 -0.65
C -0.66 -1.28 -2.95
C -1.68 -2.10 -3.47
C -1.98 -2.48 -4.88
C -2.52 -2.30 0.02
C -1.95 -3.27 0.84
C -2.58 -3.56 2.05
C -3.75 -2.90 2.40
C -4.31 -1.94 1.55
C -3.69 -1.64 0.35
H -3.65 -3.96 -1.52
H -3.40 -4.16 -3.26
H -4.48 -2.87 -2.67
H 0.10 -0.77 -3.51
H -1.24 -2.04 -5.54
H -2.97 -2.12 -5.17
H -1.96 -3.56 -5.00
H -1.08 -3.82 0.52
H -2.17 -4.33 2.69
H -4.25 -3.15 3.32
H -5.24 -1.47 1.82
H -4.13 -0.93 -0.34
S -1.01 0.87 2.04
C -2.37 1.71 1.32
N -3.31 2.11 2.22
C -4.44 2.77 1.91
C -4.70 3.09 0.60
C -3.77 2.71 -0.36
C -2.62 2.02 0.00
H -3.14 1.89 3.20
H -5.09 3.01 2.75
H -5.60 3.63 0.35
H -3.95 2.96 -1.40
H -1.90 1.73 -0.76
```

Output
electronic energy: -3787.56023 Ha
net charge: +4
ΔE to the lowest compared entry with this formula, charge and spin: 0.00 kcal/mol
gap between HOMO and LUMO: 6.4 eV
HOMO energy: -18.77 eV
LUMO energy: -12.40 eV

2.
# C29H28O7S2

A molecular structure, C29H28O7S2 (ωB97M-V with the def2-TZVPD basis set, OMol25).

XYZ file:
```
66
C29H28O7S2 ωB97M-V with the def2-TZVPD basis set
C -5.75 2.60 -3.52
O -5.52 1.32 -2.86
C -4.25 0.92 -2.57
C -4.09 -0.29 -1.85
C -2.85 -0.71 -1.45
C -1.67 0.06 -1.67
C -0.42 -0.36 -1.05
C 0.82 0.16 -1.60
C 1.79 -0.71 -2.16
C 2.91 -0.22 -2.80
C 3.19 1.18 -2.78
O 4.46 1.53 -3.10
C 4.86 2.92 -3.16
C 2.22 2.06 -2.27
C 1.05 1.55 -1.70
C -1.84 1.18 -2.54
C -3.09 1.61 -2.97
H -6.84 2.67 -3.55
H -5.34 3.44 -2.93
H -5.36 2.64 -4.55
H -4.98 -0.86 -1.63
H -2.76 -1.67 -0.96
H -0.38 -1.46 -0.90
H 1.62 -1.79 -2.10
H 3.67 -0.87 -3.21
H 5.87 2.86 -3.58
H 4.23 3.53 -3.83
H 4.91 3.36 -2.16
H 2.41 3.14 -2.27
H 0.30 2.24 -1.32
H -1.03 1.81 -2.91
H -3.19 2.49 -3.61
C -1.66 1.64 1.31
O -0.48 0.79 1.64
C -0.32 -0.43 1.01
S 1.10 -1.19 1.99
C 2.54 -0.19 1.65
C 3.42 -0.64 0.67
C 4.43 0.21 0.22
C 4.60 1.47 0.81
C 3.79 1.84 1.89
C 2.75 1.01 2.33
O 0.70 -1.00 3.39
O 1.32 -2.52 1.48
S -1.61 -1.76 1.60
C -1.39 -2.78 3.07
C -0.97 -4.10 2.91
C -0.95 -4.97 4.00
C -1.37 -4.54 5.26
C -1.83 -3.22 5.41
C -1.86 -2.36 4.32
O -2.80 -0.96 1.83
O -1.59 -2.76 0.54
H -1.54 2.49 1.98
H -1.62 1.93 0.27
H -2.59 1.12 1.55
H 3.32 -1.64 0.25
H 5.10 -0.11 -0.57
H 5.41 2.12 0.44
H 4.00 2.78 2.40
H 2.14 1.27 3.19
H -0.65 -4.46 1.93
H -0.61 -6.00 3.85
H -1.35 -5.21 6.12
H -2.15 -2.87 6.40
H -2.21 -1.34 4.44
```

Output
electronic energy: -2444.75224 Ha
ΔE to the lowest compared entry with this formula, charge and spin: 0.00 kcal/mol
gap between HOMO and LUMO: 7.8 eV
HOMO energy: -7.90 eV
LUMO energy: -0.11 eV

3.
# C29H29AuN3Si

A molecular structure, C29H29AuN3Si (ωB97M-V with the def2-TZVPD basis set, OMol25).

XYZ file:
```
63
C29H29AuN3Si ωB97M-V with the def2-TZVPD basis set
C 2.55 -2.75 3.09
C 1.14 -2.56 3.09
C 0.68 -2.75 1.75
H 0.50 -2.32 3.93
C 1.79 -3.08 0.93
C 2.95 -3.06 1.75
H 3.97 -3.26 1.44
H 3.24 -2.68 3.93
H -0.35 -2.65 1.42
H 1.75 -3.30 -0.14
Au 1.33 0.44 -0.65
C 0.65 -0.72 -2.18
H 1.29 -1.60 -2.33
H 0.60 -0.09 -3.07
H -0.33 -1.08 -1.85
Si -2.11 1.02 -1.95
C -3.37 2.04 -1.08
C -3.85 1.40 0.09
H -3.56 0.36 0.31
C -4.65 2.08 1.00
H -4.94 1.59 1.94
C -5.05 3.40 0.73
H -5.67 3.94 1.45
C -4.67 4.00 -0.48
H -5.00 5.02 -0.70
C -3.83 3.33 -1.39
H -3.53 3.81 -2.32
C -3.03 -0.37 -2.79
C -4.42 -0.42 -2.63
H -4.96 0.41 -2.17
C -5.14 -1.56 -3.01
H -6.22 -1.60 -2.83
C -4.48 -2.66 -3.57
H -5.03 -3.57 -3.81
C -3.10 -2.58 -3.80
H -2.57 -3.43 -4.24
C -2.38 -1.43 -3.46
H -1.32 -1.36 -3.69
H -1.34 0.54 -0.78
H -1.12 1.65 -2.87
C 6.79 -0.93 -0.07
C 5.74 -1.24 -0.94
C 4.53 -0.55 -0.86
C 4.38 0.43 0.12
C 5.40 0.72 1.04
C 6.61 0.03 0.94
N 3.13 1.05 0.33
N 3.11 1.78 1.44
C 1.87 1.82 1.99
C 1.67 2.28 3.31
C 0.43 2.10 3.88
C -0.59 1.51 3.11
C -0.33 1.08 1.83
N 0.85 1.32 1.24
H 7.75 -1.46 -0.16
H 5.85 -2.01 -1.70
H 3.67 -0.78 -1.48
H 5.20 1.42 1.85
H 7.39 0.26 1.66
H 2.55 2.69 3.81
H 0.24 2.37 4.91
H -1.60 1.39 3.49
H -1.05 0.57 1.20
```

Output
2S+1: 3
electronic energy: -1711.46608 Ha
net charge: +1
ΔE to the lowest compared entry with this formula, charge and spin: 25.28 kcal/mol
gap between HOMO and LUMO (spin up / spin down): 5.1 / 5.1 eV
HOMO energy (spin up / spin down): -10.72 / -10.61 eV
LUMO energy (spin up / spin down): -5.60 / -5.54 eV